Version a
ORCA calculation (the ωB97M-V functional and the def2-TZVPD basis) on an isolated molecule of C4H7N3O2.

Atoms and positions in Å:
C (-0.72, -0.13, 1.48)
C (0.37, -0.10, -0.70)
C (0.54, -0.05, 0.64)
N (1.44, -0.07, -1.56)
N (1.75, 0.24, 1.29)
C (-1.75, 0.54, -1.36)
O (-1.42, -1.28, 1.31)
N (-0.95, -0.44, -1.11)
O (-0.88, 0.62, 2.43)
H (-1.21, -1.68, 0.44)
H (1.28, -0.65, -2.38)
H (2.30, -0.29, -1.06)
H (1.60, 0.13, 2.30)
H (1.96, 1.24, 1.17)
H (-1.59, 1.58, -1.01)
H (-2.70, 0.35, -1.88)

Summary:
HOMO (eV): -8.040
SMILES: C=N/C(N)=C(/N)C(=O)O
Gap between HOMO and LUMO (Ha): 0.3073
Total charge: 0

Formally, the Löwdin partial charges of the atoms, in units of the elementary charge, are as follows: -0.473, -0.382, -0.252, 0.127, 0.084, 0.033, 0.085, 0.016, 0.080, 0.104, 0.097, 0.097, 0.096, 0.099, 0.104, 0.085



Version b
ORCA calculation (the ωB97M-V functional and the def2-TZVPD basis) on a cluster of 2 separate species, C4H7N3O2 in total.

Atoms and positions in Å:
C (-0.60, -0.53, 0.58)
C (0.58, 2.74, 0.60)
C (0.30, -1.01, -2.43)
C (-1.02, -0.88, 1.95)
N (-0.11, -0.18, -0.40)
N (0.99, 2.64, -0.53)
N (0.30, 0.06, -1.50)
O (0.20, 3.01, 1.66)
O (0.07, -1.32, 2.86)
H (1.15, -1.74, -2.61)
H (-0.51, -1.63, -2.00)
H (0.21, -0.68, -3.43)
H (-1.70, -1.68, 1.66)
H (-1.48, 0.01, 2.41)
H (0.68, 2.18, -1.44)
H (0.92, -0.99, 2.61)

Summary:
HOMO (eV): -8.548
Gap between HOMO and LUMO (Ha): 0.3346
Total charge: 0

Formally, the Löwdin partial charges of the atoms, in units of the elementary charge, are as follows: 0.040, -0.454, -0.117, -0.163, -0.064, 0.159, -0.094, 0.136, -0.067, 0.088, 0.080, 0.054, 0.117, 0.126, 0.092, 0.066



Winner for stability: version a